(1)
10
Properties=species:S:1:pos:R:3:forces:R:3:lowdin_charge:R:1 method="wB97M-V/def2-TZVPD" e_homo_ha=-0.3313 charge=0 homo_lumo_gap_ha=0.3459
C -0.44581 0.45320 -1.24557 -0.21 0.51 -0.12 -0.4751
C 0.44651 0.18332 1.50284 -0.47 0.04 -0.09 -0.3274
N 0.09095 -0.83061 -0.92015 -0.60 -5.44 -2.76 -0.3850
P -0.92923 -0.30284 0.34549 -0.18 0.34 0.74 0.7837
H 0.32993 1.21419 -1.26316 -0.06 0.06 -0.06 0.0622
H -1.20849 0.58620 -2.00529 -0.07 -0.11 0.07 0.0522
H 1.17283 -0.62766 1.50027 0.03 0.00 -0.01 0.0261
H 0.03928 0.29493 2.50545 0.05 0.09 0.11 0.0099
H 0.93206 1.10839 1.19852 0.04 0.01 0.00 0.0253
H -0.42803 -2.07912 -1.61840 1.49 4.51 2.11 0.2281


(2)
10
Properties=species:S:1:pos:R:3:forces:R:3:lowdin_charge:R:1 method="wB97M-V/def2-TZVPD" e_homo_ha="-0.2613 / -0.2612" charge=0 homo_lumo_gap_ha="0.2804 / 0.2804"
C -0.31786 0.95517 -1.18015 2.26 -1.02 -0.64 -0.4092
C -0.75391 -0.67743 0.69404 -0.40 -0.44 0.77 -0.0737
N -0.32780 0.42917 0.15475 -1.46 -2.76 0.50 -0.6271
P 0.49350 1.83527 0.22859 1.34 1.05 0.02 0.8091
H 0.16760 0.33291 -1.99118 -0.37 0.75 1.15 0.0908
H -1.20306 1.40377 -1.41016 -2.46 0.76 -1.12 0.0056
H 1.77041 -1.19812 1.09992 1.47 1.68 -3.12 0.0335
H -0.54898 -0.80601 1.75818 0.04 0.21 -0.22 0.0529
H -1.39238 -1.50835 0.28785 0.88 1.45 -0.47 0.0903
H 2.11248 -0.76636 0.35815 -1.29 -1.69 3.12 0.0277


(3)
10
Properties=species:S:1:pos:R:3:forces:R:3:lowdin_charge:R:1 method="wB97M-V/def2-TZVPD" e_homo_ha=-0.0850 charge=-1 homo_lumo_gap_ha=0.2016
S 2.82540 -2.20961 -3.71848 -0.07 0.06 0.04 -0.4518
H 2.27538 -1.35239 -2.83729 0.03 -0.04 -0.03 -0.5458
C -1.01545 0.38229 1.72150 1.14 -1.32 1.85 -0.1857
C -0.12116 0.57999 -0.40883 0.81 0.04 0.78 -0.0632
N 0.08969 0.64603 0.83457 -0.75 0.79 0.01 -0.1027
H -0.83658 -0.53542 2.31532 -0.03 -0.26 -0.71 0.0729
H -0.87848 1.05290 2.57856 -0.72 0.64 -0.50 0.0660
H -2.02083 0.32349 1.31339 -0.09 0.32 -0.21 0.0653
H 0.65816 1.06915 -0.98194 -0.09 -0.66 -0.80 0.0692
H -0.97612 0.04358 -0.81680 -0.24 0.43 -0.42 0.0760


(4)
10
Properties=species:S:1:pos:R:3:forces:R:3:lowdin_charge:R:1 method="wB97M-V/def2-TZVPD" e_homo_ha=-0.1047 charge=-1 homo_lumo_gap_ha=0.2534
S 2.04408 0.78085 1.15815 0.00 0.56 -0.15 -0.2653
H 2.06557 2.14474 1.12436 -0.02 -0.53 0.02 -0.4548
C -1.87088 -1.26400 -1.86270 0.64 2.86 3.23 -0.0432
C -1.69482 -0.20656 -0.94028 0.97 -5.37 -1.99 -0.2994
N -0.96870 -0.32416 0.24435 0.11 0.88 0.21 -0.0424
H -1.55973 -2.12644 -1.31619 0.41 -1.30 -0.89 0.0045
H -2.00759 -1.16006 -2.92951 -0.70 -0.11 0.27 0.0121
H -2.08347 0.70074 -1.18054 -0.44 3.02 -0.60 0.0405
H -0.87231 -1.25877 0.70926 0.32 1.41 -1.22 0.0850
H -0.07263 0.29862 0.16954 -1.28 -1.44 1.13 -0.0370


Asked for energy relative to the best compared isomer or geometry (same formula, charge and spin) across the records above, the calculation gives 181.4; 293.4; 130.1; 131.8 kJ/mol in order.